Entry 1:
Formula: C4H5NO
Source: the Open Molecules 2025 dataset
Level of theory: ωB97M-V/def2-TZVPD

As for the HOMO energy: -10.97 eV. As for the total energy: -285.3457 Eh. Its SMILES is N#CC[C@H]1CO1. The value obtained for the lowest unoccupied orbital energy is 0.83 eV. The total charge is 0. The molecular weight comes out at 83.09 g/mol.

Structure (XYZ):
```
11
Properties=species:S:1:pos:R:3:forces:R:3:lowdin_charge:R:1
N -1.9731 2.1326 0.6709 0.886 -0.461 -0.519 0.15
C -1.0377 1.6487 0.1937 -0.915 0.646 0.806 -0.21
C 0.1252 0.9997 -0.3674 2.247 0.493 -0.155 -0.14
C 0.5018 -0.2854 0.2848 0.590 -0.458 1.983 -0.35
C -0.0637 -1.5717 0.0060 -0.535 -0.718 -0.178 -0.11
O 1.2270 -1.2343 -0.4696 0.341 0.269 -0.563 -0.02
H 1.1108 1.5085 -0.1493 -1.400 0.700 -0.489 0.15
H 0.0571 0.9353 -1.4510 -0.171 -0.253 -0.038 0.13
H 0.9622 -0.1652 1.2985 -0.644 0.111 -0.814 0.16
H -0.0696 -2.3337 0.7683 -0.157 -0.150 0.130 0.11
H -0.8190 -1.6309 -0.7598 -0.241 -0.178 -0.164 0.12
```
Forces are in eV/Å.

Entry 2:
Formula: C4H5NO
Source: the Open Molecules 2025 dataset
Level of theory: ωB97M-V/def2-TZVPD

As for the HOMO energy: -9.89 eV. As for the total energy: -285.3231 Eh. Its SMILES is N#CC1(O)CC1. The value obtained for the lowest unoccupied orbital energy is 0.82 eV. The total charge is 0. The molecular weight comes out at 83.09 g/mol.

Structure (XYZ):
```
11
Properties=species:S:1:pos:R:3:forces:R:3:lowdin_charge:R:1
N 2.4141 -0.3821 -1.0008 -0.487 -0.957 0.786 0.15
C 1.4927 -0.6199 -0.3336 0.863 0.071 -0.470 -0.15
C 0.2818 -0.2401 0.3695 0.077 0.085 -0.253 -0.51
O 0.5265 0.4742 1.5409 0.196 0.304 -0.091 0.03
C -0.5323 0.4004 -0.7397 -0.111 0.184 -0.179 -0.07
C -1.1957 -0.5053 0.2482 -0.050 -0.196 -0.021 -0.03
H 1.2440 1.1013 1.3835 0.023 -0.006 0.032 0.11
H -0.3642 1.4655 -0.8130 -1.005 0.239 0.322 0.12
H -0.3897 -0.1180 -1.6841 0.119 0.289 0.058 0.11
H -1.7246 -0.0946 1.1051 0.174 -0.087 -0.192 0.12
H -1.6119 -1.4292 -0.1367 0.200 0.073 0.008 0.11
```
Forces are in eV/Å.

Entry 3:
Formula: C4H5NO
Source: the Open Molecules 2025 dataset
Level of theory: ωB97M-V/def2-TZVPD

As for the HOMO energy: -9.54 eV. As for the total energy: -285.3276 Eh. Its SMILES is [H]/N=C1/C=CCO1. The value obtained for the lowest unoccupied orbital energy is 0.49 eV. The total charge is 0. The molecular weight comes out at 83.09 g/mol.

Structure (XYZ):
```
11
Properties=species:S:1:pos:R:3:forces:R:3:lowdin_charge:R:1
H -2.3689 -1.5428 -0.5688 0.075 -0.037 0.235 0.06
N -1.4732 -1.8761 -0.2042 0.726 0.530 -0.285 0.15
C -0.6627 -0.9056 -0.1135 -0.307 -0.432 -0.395 -0.44
C 0.7575 -0.8750 0.3227 0.268 0.931 -0.878 -0.02
C 1.0688 0.3990 0.5694 0.007 0.281 -0.193 -0.06
C 0.0247 1.2827 0.0046 -0.116 0.408 0.415 -0.17
O -1.0233 0.4017 -0.3805 -0.247 0.174 0.311 -0.03
H 1.6347 -1.1215 -0.2632 0.189 -2.564 0.667 0.13
H 2.0770 0.6784 0.8425 -0.039 0.406 -0.231 0.11
H 0.4378 1.7648 -0.9007 -0.127 0.003 0.415 0.14
H -0.3290 2.0337 0.7012 -0.428 0.299 -0.060 0.12
```
Forces are in eV/Å.

Entry 4:
Formula: C4H5NO
Source: the Open Molecules 2025 dataset
Level of theory: ωB97M-V/def2-TZVPD

As for the HOMO energy: -9.34 eV. As for the total energy: -285.2224 Eh. The value obtained for the lowest unoccupied orbital energy is 0.70 eV. The total charge is 0. The molecular weight comes out at 83.09 g/mol.

Structure (XYZ):
```
11
Properties=species:S:1:pos:R:3:forces:R:3:lowdin_charge:R:1
C 1.2464 1.5795 -0.7168 -0.774 -1.830 1.323 -0.04
C 1.1003 0.3998 0.0814 -0.211 2.997 -2.492 -0.21
C -0.6162 -1.2590 0.2160 -1.672 -0.945 1.150 -0.22
C -1.9532 -0.5466 0.4802 0.355 -1.007 -0.419 -0.18
H 0.3676 1.8558 -1.8549 3.304 -1.053 4.143 0.21
H 2.0650 2.2454 -0.3092 -1.240 -0.253 -1.188 0.03
H 1.7059 0.0634 1.2275 -2.218 0.916 -4.134 0.21
H -0.1431 -1.5639 1.2125 -0.224 1.091 -1.250 0.12
H -0.8662 -2.3254 -0.1775 0.463 2.125 -0.253 0.15
N -3.0076 -0.0781 0.4737 0.749 -0.150 0.257 0.13
O 0.1010 -0.3710 -0.6329 1.468 -1.891 2.864 -0.21
```
Forces are in eV/Å.

Entry 5:
Formula: C4H5NO
Source: the Open Molecules 2025 dataset
Level of theory: ωB97M-V/def2-TZVPD

As for the HOMO energy: -10.63 eV. As for the total energy: -285.3844 Eh. Its SMILES is C[C@H](C#N)C=O. The value obtained for the lowest unoccupied orbital energy is 0.35 eV. The total charge is 0. The molecular weight comes out at 83.09 g/mol.

Structure (XYZ):
```
11
Properties=species:S:1:pos:R:3:forces:R:3:lowdin_charge:R:1
C 0.7422 1.0515 -0.2863 0.066 0.058 -0.029 -0.05
C 0.0219 -0.0983 0.4480 0.228 -0.064 -0.072 -0.31
C 0.6155 -1.3931 0.0718 0.408 -0.987 -0.248 -0.20
N 1.0894 -2.4111 -0.2099 -0.520 1.156 0.314 0.16
C -1.4747 -0.1111 0.1032 -0.298 -0.070 -0.359 -0.22
O -1.8776 -0.3215 -1.0094 0.254 0.112 0.428 0.09
H 1.8182 0.9823 -0.1070 -0.155 0.017 -0.024 0.09
H 0.5617 0.9894 -1.3619 -0.012 -0.033 0.158 0.09
H 0.3970 2.0240 0.0776 -0.030 -0.179 -0.038 0.09
H 0.1617 0.0183 1.5282 -0.137 -0.032 -0.113 0.14
H -2.1878 0.0976 0.9262 0.195 0.021 -0.016 0.13
```
Forces are in eV/Å.

Entry 6:
Formula: C4H5NO
Source: the Open Molecules 2025 dataset
Level of theory: ωB97M-V/def2-TZVPD

As for the HOMO energy: -10.57 eV. As for the total energy: -285.3044 Eh. Its SMILES is N#CC1C=C1.O. The value obtained for the lowest unoccupied orbital energy is 0.79 eV. The total charge is 0. The molecular weight comes out at 83.09 g/mol.

Structure (XYZ):
```
11
Properties=species:S:1:pos:R:3:forces:R:3:lowdin_charge:R:1
N 2.4029 0.8113 0.2011 -1.077 -0.650 0.221 0.14
C 1.4594 0.2014 0.4915 0.705 0.383 -0.226 -0.20
C 0.2808 -0.5499 0.9373 0.145 -0.020 0.335 -0.26
C -1.0926 -0.2817 0.3903 0.016 -0.461 0.009 -0.02
C -0.5642 -1.4013 0.0280 -0.197 0.227 0.103 0.00
H 0.3701 -0.8192 1.9878 0.089 -0.004 -0.047 0.12
H -1.8954 0.4331 0.4251 0.088 -0.124 -0.046 0.11
H -0.6331 -2.3545 -0.4738 0.108 0.197 0.069 0.11
O -0.4549 1.5140 -1.3979 0.269 0.013 -0.146 -0.07
H 0.3194 1.8193 -0.9058 -0.030 0.129 -0.180 0.02
H -0.1924 0.6274 -1.6837 -0.117 0.310 -0.092 0.04
```
Forces are in eV/Å.

Entry 7:
Formula: C4H5NO
Source: the Open Molecules 2025 dataset
Level of theory: ωB97M-V/def2-TZVPD

As for the HOMO energy: -11.01 eV. As for the total energy: -285.3725 Eh. Its SMILES is CCC(=O)C#N. The value obtained for the lowest unoccupied orbital energy is -0.17 eV. The total charge is 0. The molecular weight comes out at 83.09 g/mol.

Structure (XYZ):
```
11
Properties=species:S:1:pos:R:3:forces:R:3:lowdin_charge:R:1
C 0.0794 -1.1929 -0.3699 0.093 -0.201 -0.224 -0.06
C 0.7655 0.2211 -0.3875 -0.137 -0.124 0.081 -0.14
C 0.0942 0.7672 0.8236 0.174 0.168 0.426 -0.47
O 0.4629 0.5691 1.9520 -0.171 0.533 -0.278 0.12
C -1.2164 1.3738 0.4908 -0.999 0.683 -0.190 -0.12
N -2.1928 1.8376 0.0815 0.788 -0.399 0.436 0.18
H 0.7819 -1.9946 -0.1582 0.126 0.028 -0.191 0.08
H -0.4548 -1.3711 -1.3001 0.251 -0.128 -0.124 0.08
H -0.6898 -1.2792 0.4145 0.296 0.182 -0.217 0.08
H 0.5203 0.7570 -1.3091 -0.132 -0.020 0.290 0.12
H 1.8496 0.3119 -0.2377 -0.288 -0.721 -0.009 0.12
```
Forces are in eV/Å.

Entry 8:
Formula: C4H5NO
Source: the Open Molecules 2025 dataset
Level of theory: ωB97M-V/def2-TZVPD

As for the HOMO energy: -9.33 eV. As for the total energy: -285.3383 Eh. Its SMILES is C=C=NCC=O. The value obtained for the lowest unoccupied orbital energy is 0.94 eV. The total charge is 0. The molecular weight comes out at 83.09 g/mol.

Structure (XYZ):
```
11
Properties=species:S:1:pos:R:3:forces:R:3:lowdin_charge:R:1
C 1.3713 -1.4746 -0.3888 0.046 0.140 0.014 0.02
C 1.2001 -0.1849 -0.2524 -0.168 0.249 0.018 -0.22
N 0.9490 1.0120 -0.1354 0.164 -0.731 -0.067 0.08
C -0.4876 1.3173 -0.0383 -0.259 0.105 -0.028 -0.17
C -1.2664 0.1628 0.5709 -0.435 -0.122 -0.230 -0.27
O -2.2775 -0.2954 0.0983 0.496 0.299 0.308 0.06
H 1.5071 -2.1060 0.4797 0.071 0.067 -0.085 0.06
H 1.3212 -1.9148 -1.3759 0.126 0.018 0.057 0.06
H -0.6207 2.2105 0.5814 0.042 -0.095 -0.058 0.12
H -0.8765 1.5275 -1.0388 0.029 0.020 0.156 0.13
H -0.8199 -0.2546 1.4994 -0.112 0.051 -0.086 0.13
```
Forces are in eV/Å.